Here is a single C19H29N3O2 molecule from OMol25. Energies are from wB97M-V/def2-TZVPD.

Values from the calculation:
Relative energy (zero: lowest compared OMol25 entry of this formula, charge and spin) (eV): 0.400
HOMO energy (eV): -8.66
Energy (Ha): -1056.2145
M (Da): 331.46

```
! wB97M-V def2-TZVPD RIJCOSX def2/J DEFGRID3
* xyz 0 1
C 3.342 3.348 1.181
H 2.752 4.258 1.267
H 4.333 3.544 1.582
H 2.879 2.579 1.795
C 3.446 2.908 -0.279
C 4.300 1.649 -0.408
H 4.320 1.308 -1.439
H 5.320 1.853 -0.090
H 3.907 0.845 0.211
C 2.062 2.728 -0.921
C 1.277 1.531 -0.391
N -0.155 1.793 -0.431
C -1.018 1.196 0.416
O -0.623 0.383 1.240
C -2.465 1.620 0.253
C -2.984 2.312 1.522
C -3.155 1.334 2.680
H -2.184 0.916 2.946
C -4.097 0.193 2.297
C -4.289 -0.766 3.467
H -4.708 -0.245 4.326
H -4.964 -1.575 3.193
H -3.335 -1.199 3.759
C -3.520 -0.536 1.085
C -3.350 0.414 -0.095
H -2.920 -0.121 -0.946
H -4.330 0.791 -0.399
H -4.177 -1.359 0.793
H -2.551 -0.956 1.355
H -5.072 0.616 2.025
H -3.546 1.869 3.548
H -2.297 3.113 1.808
H -3.950 2.767 1.288
H -2.517 2.337 -0.575
H -0.489 2.385 -1.175
H 1.521 1.327 0.657
C 1.551 0.255 -1.219
O 2.031 0.282 -2.330
N 1.139 -0.855 -0.558
C 1.138 -2.173 -1.009
C 1.779 -2.600 -2.169
C 1.712 -3.942 -2.502
C 1.014 -4.806 -1.673
N 0.404 -4.407 -0.569
C 0.465 -3.132 -0.246
H -0.048 -2.846 0.664
H 0.935 -5.862 -1.895
H 2.197 -4.308 -3.394
H 2.309 -1.895 -2.789
H 0.648 -0.697 0.324
H 1.481 3.638 -0.751
H 2.187 2.594 -1.999
H 3.943 3.712 -0.834
*
```